1:
21
Properties=species:S:1:pos:R:3 method="wB97M-V/def2-TZVPD" smiles=O.O.O.O.O.O.O lumo_energy_ha=-0.001 multiplicity=1
O 0.537 0.350 0.846
H -0.374 0.048 0.928
H 0.467 1.177 0.356
O -4.016 1.141 -0.583
H -4.912 1.155 -0.229
H -4.138 1.240 -1.534
O 1.846 4.348 -0.825
H 1.534 5.260 -0.855
H 1.842 4.129 0.113
O -4.701 -1.604 0.677
H -3.890 -1.101 0.544
H -5.361 -1.126 0.162
O 3.776 -2.475 -1.998
H 3.140 -1.750 -1.993
H 4.354 -2.285 -1.251
O 0.031 -1.658 -1.138
H -0.028 -1.167 -0.312
H -0.272 -1.033 -1.806
O 2.734 -0.637 2.967
H 2.829 0.196 2.490
H 3.142 -0.463 3.823

***

2:
21
Properties=species:S:1:pos:R:3 method="wB97M-V/def2-TZVPD" smiles=O.O.O.O.O.O.O lumo_energy_ha=-0.007 multiplicity=1
O 1.159 -2.744 0.219
H 1.381 -3.427 0.859
H 0.297 -2.404 0.517
O 1.998 1.176 2.741
H 1.798 2.115 2.681
H 1.213 0.731 2.375
O 0.983 -0.273 -1.403
H 1.336 -1.003 -0.863
H 0.349 -0.693 -1.993
O -1.767 -2.624 0.422
H -1.458 -3.064 -0.382
H -2.357 -1.931 0.112
O -1.405 1.830 -0.605
H -1.331 2.526 -1.278
H -2.268 1.426 -0.763
O 0.823 2.662 -2.001
H 0.425 1.942 -1.491
H 0.851 2.330 -2.904
O -0.377 0.235 1.353
H -0.670 0.488 0.458
H -0.979 0.700 1.946

***

Stability comparison, relative energies in hartree: 1 0.0283; 2 0.0000

***

1:
21
Properties=species:S:1:pos:R:3 method="wB97M-V/def2-TZVPD" smiles=O.O.O.O.O.O.O lumo_energy_ha=-0.004 multiplicity=1
O -0.626 0.798 -0.798
H -1.320 0.132 -0.749
H -0.225 0.797 0.082
O 0.777 0.294 -2.847
H 0.287 0.337 -2.053
H 1.780 0.432 -2.633
O 0.775 2.035 0.834
H -0.013 2.662 0.754
H 0.778 1.530 1.653
O 0.119 -4.092 -2.941
H 1.059 -3.952 -3.042
H -0.232 -3.446 -2.285
O -1.424 -0.062 4.046
H -2.367 0.061 4.275
H -1.235 0.158 3.191
O 1.270 4.631 0.882
H 0.749 5.089 1.601
H 1.718 5.386 0.516
O -1.043 -4.280 -0.034
H -0.578 -3.562 -0.428
H -0.248 -4.948 -0.025

***

2:
21
Properties=species:S:1:pos:R:3 method="wB97M-V/def2-TZVPD" lumo_energy_ha=-0.016 multiplicity=1
O -1.821 0.743 -1.066
H -2.408 -0.013 -1.067
H -1.017 0.423 -1.477
O 2.110 -1.781 -0.933
H 3.045 -1.649 -0.777
H 1.682 -1.086 -0.432
O -0.803 -1.466 -0.758
H -1.379 -1.997 -1.308
H -0.973 -1.773 0.133
O 0.794 -0.093 -0.001
H 0.441 0.790 -0.110
H 0.244 -0.641 -0.561
O -1.227 0.980 0.894
H -1.560 0.138 1.205
H -1.479 1.012 -0.029
O 0.696 -1.172 2.095
H 0.398 -0.497 1.485
H 1.651 -1.105 2.078
O 0.880 2.903 0.303
H 0.037 2.771 0.737
H 0.689 3.513 -0.410

***

3:
21
Properties=species:S:1:pos:R:3 method="wB97M-V/def2-TZVPD" smiles=O.O.O.O.O.O.O lumo_energy_ha=0.009 multiplicity=1
O 0.190 0.089 -0.513
H 0.771 -0.676 -0.665
H -0.690 -0.324 -0.387
O 4.830 -2.480 0.741
H 4.202 -2.429 1.515
H 4.684 -3.280 0.258
O -0.295 1.701 -2.011
H -0.554 0.813 -2.173
H -0.923 2.153 -1.388
O -1.665 -1.230 -1.819
H -1.938 -2.138 -1.933
H -2.453 -0.707 -2.003
O -2.177 -1.361 0.120
H -1.419 -1.860 0.480
H -2.014 -0.502 0.601
O 3.399 2.976 0.405
H 4.154 3.451 0.148
H 3.184 3.268 1.322
O -3.936 0.621 2.183
H -3.202 0.338 2.755
H -4.148 1.579 2.363

***

4:
21
Properties=species:S:1:pos:R:3 method="wB97M-V/def2-TZVPD" smiles=O.O.O.O.O.O.O lumo_energy_ha=-0.003 multiplicity=1
O -2.372 -0.102 0.556
H -1.399 -0.115 0.408
H -2.504 -0.464 1.442
O 0.642 1.970 -1.781
H 0.835 2.895 -1.603
H 0.111 1.937 -2.570
O 1.546 1.253 2.057
H 1.388 0.764 1.247
H 1.955 0.585 2.601
O -1.602 2.827 -0.180
H -0.822 2.599 -0.707
H -2.210 3.052 -0.833
O 0.221 -2.783 -1.062
H -0.337 -2.358 -1.697
H 0.078 -3.722 -1.078
O 0.289 0.007 0.015
H 0.386 -0.768 -0.472
H 0.425 0.749 -0.597
O 1.187 -2.462 1.629
H 1.468 -3.365 1.834
H 0.714 -2.505 0.798

***

Stability comparison, relative energies in hartree: 1 0.0471; 2 0.1294; 3 0.1084; 4 0.0000

***

1:
21
Properties=species:S:1:pos:R:3 method="wB97M-V/def2-TZVPD" smiles=O.O.O.O.O.O.O lumo_energy_ha=0.004 multiplicity=1
O -0.769 1.567 0.740
H -0.608 1.268 -0.246
H -1.467 0.933 0.976
O 0.159 0.514 -3.817
H 0.069 -0.005 -4.612
H 1.082 0.841 -3.773
O 0.571 -1.329 -1.921
H 0.368 -0.992 -1.040
H 0.851 -2.159 -1.712
O -1.690 -1.637 1.575
H -2.577 -2.042 1.367
H -1.065 -2.281 1.525
O 2.477 -0.632 -1.855
H 3.052 -0.913 -1.118
H 2.219 -1.374 -2.304
O -1.227 3.930 3.685
H -0.857 4.423 3.016
H -1.381 3.028 3.333
O 0.521 -1.039 1.803
H 0.306 -1.769 2.422
H -0.032 -0.334 1.957

***

2:
21
Properties=species:S:1:pos:R:3 method="wB97M-V/def2-TZVPD" smiles=O.O.O.O.O.O.O lumo_energy_ha=-0.006 multiplicity=1
O 0.240 -2.040 1.399
H -0.477 -2.624 1.162
H 0.943 -2.635 1.588
O 1.135 -1.766 -1.382
H 0.676 -2.126 -0.641
H 1.554 -2.557 -1.713
O -0.610 0.451 -0.617
H -1.239 -0.073 -0.121
H -0.021 -0.187 -0.944
O 1.721 0.372 1.362
H 1.187 -0.446 1.394
H 2.007 0.406 2.275
O -0.306 3.127 -1.930
H -0.417 2.261 -1.539
H 0.572 3.210 -2.248
O -2.874 -1.340 0.219
H -3.339 -0.912 0.924
H -3.391 -0.972 -0.513
O 0.929 2.936 0.736
H 0.651 2.946 -0.170
H 1.057 1.970 0.763

***

3:
21
Properties=species:S:1:pos:R:3 method="wB97M-V/def2-TZVPD" smiles=O.O.O.O.O.O.O lumo_energy_ha=0.016 multiplicity=1
O -0.895 -0.096 0.566
H -1.162 0.320 -0.254
H -1.115 0.571 1.333
O 1.450 1.889 -1.120
H 1.037 1.361 -1.878
H 2.343 2.137 -1.361
O 1.876 -1.472 -1.296
H 2.633 -1.688 -0.771
H 2.001 -1.800 -2.237
O -4.041 1.327 0.328
H -3.856 2.254 0.145
H -4.825 1.084 -0.134
O -2.952 -1.837 -0.265
H -2.987 -1.107 -0.990
H -3.771 -2.340 -0.419
O 1.059 -0.461 1.911
H 1.023 -1.495 1.935
H 0.283 -0.071 2.284
O 3.892 0.125 0.793
H 3.274 0.871 0.663
H 4.732 0.427 0.766

***

4:
21
Properties=species:S:1:pos:R:3 method="wB97M-V/def2-TZVPD" smiles=O.O.O.O.O.O.O lumo_energy_ha=-0.022 multiplicity=1
O -16.320 -2.133 -27.236
H -16.235 -1.392 -27.832
H -15.967 -1.795 -26.409
O -11.548 0.841 -30.246
H -11.948 0.224 -29.631
H -11.945 1.703 -30.092
O -12.338 -1.266 -28.455
H -11.996 -0.649 -27.810
H -13.038 -1.787 -28.024
O -15.298 0.337 -28.028
H -14.762 -0.095 -27.381
H -14.625 0.632 -28.604
O -13.529 -0.494 -25.986
H -12.685 -0.688 -25.519
H -13.759 0.361 -25.602
O -17.467 1.336 -26.508
H -16.993 0.789 -27.125
H -18.023 0.703 -26.019
O -13.143 2.772 -28.735
H -13.792 3.128 -28.159
H -12.551 2.340 -28.089

***

Stability comparison, relative energies in hartree: 1 0.1145; 2 0.0000; 3 0.0725; 4 0.0030

***

1:
21
Properties=species:S:1:pos:R:3 method="wB97M-V/def2-TZVPD" smiles=O.O.O.O.O.O.O lumo_energy_ha=-0.010 multiplicity=1
O -0.643 0.136 0.414
H 0.159 0.500 0.024
H -1.328 0.773 0.180
O -4.413 1.014 1.576
H -4.508 1.273 0.653
H -3.534 1.329 1.818
O 2.080 -1.576 2.098
H 1.763 -2.455 2.333
H 1.378 -0.986 2.395
O 5.033 0.130 -1.002
H 4.563 0.426 -0.215
H 4.533 0.514 -1.732
O 3.375 -0.712 0.196
H 3.313 -0.489 -0.740
H 2.610 -0.279 0.591
O -1.098 3.095 -0.798
H -0.354 3.557 -1.200
H -1.656 2.852 -1.546
O -4.027 -3.226 -1.465
H -3.254 -3.592 -1.909
H -3.993 -2.285 -1.671

***

2:
21
Properties=species:S:1:pos:R:3 method="wB97M-V/def2-TZVPD" smiles=O.O.O.O.O.O.O lumo_energy_ha=-0.011 multiplicity=1
O 2.521 29.210 9.843
H 1.913 28.521 10.112
H 2.087 29.636 9.104
O 2.495 26.000 9.058
H 1.685 26.464 8.846
H 2.250 25.075 9.058
O 4.401 23.983 14.970
H 3.768 24.359 14.359
H 4.027 23.136 15.213
O 5.589 26.546 14.589
H 5.227 25.818 15.094
H 5.132 26.505 13.749
O 5.264 23.627 11.132
H 4.947 24.483 11.421
H 6.212 23.738 11.049
O 0.651 27.536 11.061
H 0.081 27.966 11.698
H 0.093 27.393 10.297
O 3.279 25.742 12.159
H 3.054 26.600 11.797
H 2.592 25.158 11.836

***

Stability comparison, relative energies in hartree: 1 0.0549; 2 0.0000

***

1:
21
Properties=species:S:1:pos:R:3 method="wB97M-V/def2-TZVPD" smiles=O.O.O.O.O.O.O lumo_energy_ha=0.016 multiplicity=1
O -1.346 0.339 -1.628
H -2.068 0.134 -0.982
H -0.719 -0.401 -1.555
O 1.324 0.943 1.334
H 1.493 1.478 2.126
H 0.831 1.533 0.696
O 2.905 -0.559 -0.304
H 2.462 0.011 0.365
H 3.269 0.068 -0.939
O -2.919 -0.220 0.483
H -3.537 -0.967 0.549
H -2.138 -0.487 1.027
O -0.070 2.310 -0.394
H -0.612 1.615 -0.859
H 0.309 2.863 -1.085
O 0.557 -1.678 -1.001
H 1.472 -1.318 -0.838
H 0.684 -2.558 -1.365
O -0.604 -1.134 1.562
H -0.258 -1.562 0.745
H 0.040 -0.411 1.691

***

2:
21
Properties=species:S:1:pos:R:3 method="wB97M-V/def2-TZVPD" smiles=O.O.O.O.O.O.O lumo_energy_ha=0.005 multiplicity=1
O -0.939 -0.903 -0.215
H -0.252 -0.840 -0.889
H -1.700 -0.468 -0.615
O -4.665 -1.441 0.069
H -4.745 -1.650 -0.869
H -4.311 -0.545 0.080
O -0.255 2.489 -1.174
H -0.903 3.121 -0.842
H -0.126 2.746 -2.094
O 0.354 -0.622 1.806
H 0.044 -0.339 2.674
H 1.273 -0.870 1.955
O 4.427 1.004 0.895
H 3.472 0.903 0.820
H 4.662 0.461 1.656
O 3.792 -2.133 -1.189
H 3.868 -1.489 -1.902
H 3.331 -2.877 -1.594
O -2.363 0.788 0.342
H -2.046 1.203 1.152
H -2.916 1.464 -0.066

***

Stability comparison, relative energies in hartree: 1 0.0000; 2 0.1176

***

1:
21
Properties=species:S:1:pos:R:3 method="wB97M-V/def2-TZVPD" lumo_energy_ha=-0.028 multiplicity=1
O 2.925 20.498 -9.262
H 2.757 19.795 -8.634
H 3.538 21.079 -8.813
O 3.388 18.034 -6.046
H 3.900 17.424 -6.577
H 3.156 18.741 -6.649
O 1.301 17.213 -7.818
H 0.415 17.242 -8.180
H 1.228 16.647 -7.050
O 2.012 17.288 -9.944
H 1.354 17.786 -10.429
H 1.651 17.209 -9.061
O 3.020 21.989 -6.394
H 2.328 21.359 -6.595
H 2.901 22.188 -5.465
O 1.218 20.659 -6.545
H 0.361 21.012 -6.785
H 1.023 19.961 -5.920
O 2.586 19.145 -7.527
H 1.989 19.876 -7.372
H 2.014 18.384 -7.626

***

2:
21
Properties=species:S:1:pos:R:3 method="wB97M-V/def2-TZVPD" smiles=O.O.O.O.O.O.O lumo_energy_ha=-0.002 multiplicity=1
O 1.515 -2.458 -0.549
H 1.904 -1.891 -1.213
H 1.287 -3.179 -1.169
O 0.053 0.281 2.520
H 0.625 -0.352 2.908
H 0.627 0.985 2.362
O 3.022 0.370 0.282
H 2.503 0.734 -0.446
H 3.532 -0.318 -0.156
O -1.312 1.489 -1.712
H -2.031 1.094 -2.231
H -0.857 0.730 -1.322
O -0.338 -0.520 -0.188
H 0.344 -1.219 -0.190
H -0.527 -0.221 0.714
O -1.401 2.825 2.064
H -1.193 1.986 2.414
H -0.789 3.080 1.353
O -2.217 -1.357 -2.118
H -1.730 -1.178 -1.294
H -3.011 -0.882 -2.024

***

3:
21
Properties=species:S:1:pos:R:3 method="wB97M-V/def2-TZVPD" smiles=O.O.O.O.O.O.O lumo_energy_ha=-0.007 multiplicity=1
O -1.193 -1.237 1.766
H -0.542 -1.772 2.263
H -1.120 -0.356 2.164
O 0.405 1.543 -2.662
H 0.302 0.749 -2.157
H 1.040 2.020 -2.154
O -1.838 2.486 -1.506
H -2.176 2.447 -0.600
H -1.351 1.695 -1.629
O -3.682 -0.145 1.340
H -3.865 -0.379 2.266
H -2.897 -0.632 1.104
O 1.845 -1.522 1.154
H 2.463 -1.076 0.554
H 1.447 -0.939 1.785
O 3.375 -0.441 -0.759
H 4.253 -0.628 -0.500
H 3.348 0.512 -0.904
O -0.064 -0.650 -0.867
H 0.783 -1.009 -0.618
H -0.538 -0.672 -0.030

***

Stability comparison, relative energies in hartree: 1 0.2182; 2 0.0000; 3 0.0063

***

1:
21
Properties=species:S:1:pos:R:3 method="wB97M-V/def2-TZVPD" smiles=O.O.O.O.O.O.O lumo_energy_ha=0.013 multiplicity=1
O -0.086 -0.645 1.533
H 0.733 -1.033 1.192
H -0.816 -1.065 1.006
O -0.100 -0.755 -1.535
H -0.752 -1.183 -1.007
H 0.738 -0.987 -1.067
O -2.496 -1.161 0.406
H -2.493 -0.448 -0.283
H -2.766 -0.783 1.214
O 2.156 1.146 -0.446
H 1.612 1.623 0.164
H 3.092 1.465 -0.213
O 0.042 2.005 1.056
H 0.147 1.073 1.395
H -0.610 1.947 0.307
O -1.814 1.016 -0.996
H -1.871 1.818 -1.531
H -0.988 0.547 -1.223
O 2.131 -1.622 0.022
H 2.959 -2.115 -0.022
H 2.351 -0.733 -0.247

***

2:
21
Properties=species:S:1:pos:R:3 method="wB97M-V/def2-TZVPD" smiles=O.O.O.O.O.O.O lumo_energy_ha=0.018 multiplicity=1
O 1.438 0.173 -2.454
H 1.203 -0.799 -2.350
H 0.805 0.299 -3.148
O -1.723 -0.487 -2.524
H -2.625 -0.228 -2.800
H -1.805 -0.949 -1.699
O -0.808 -0.950 0.321
H -1.033 -0.038 0.602
H -1.278 -1.531 0.947
O 2.011 -2.062 -0.222
H 2.684 -2.419 0.431
H 1.574 -1.258 0.141
O -0.739 1.778 1.451
H -1.125 2.508 0.914
H 0.200 1.888 1.341
O -1.457 -1.228 3.885
H -0.572 -0.876 3.690
H -1.757 -1.187 4.810
O 1.695 2.487 -0.702
H 1.549 1.709 -1.218
H 1.764 3.171 -1.415

***

3:
21
Properties=species:S:1:pos:R:3 method="wB97M-V/def2-TZVPD" smiles=O.O.O.O.O.O.O lumo_energy_ha=-0.002 multiplicity=1
O 9.589 -6.776 5.728
H 8.701 -6.485 5.502
H 9.546 -7.037 6.658
O 10.755 -7.597 8.597
H 11.232 -8.308 9.041
H 10.070 -7.330 9.220
O 12.534 -10.841 11.556
H 12.898 -11.697 11.313
H 12.459 -10.355 10.724
O 12.342 -6.131 6.827
H 11.540 -6.121 6.296
H 12.068 -6.604 7.623
O 13.741 -9.076 9.615
H 14.429 -9.734 9.750
H 14.207 -8.234 9.607
O 7.462 -9.070 10.532
H 6.603 -9.393 10.247
H 7.788 -8.519 9.806
O 7.864 -6.829 8.726
H 7.937 -5.871 8.796
H 6.932 -6.986 8.538

***

4:
21
Properties=species:S:1:pos:R:3 method="wB97M-V/def2-TZVPD" smiles=O.O.O.O.O.O.O lumo_energy_ha=0.006 multiplicity=1
O -1.167 -1.446 -3.670
H -0.894 -2.278 -3.284
H -0.944 -0.791 -3.008
O -0.290 -4.433 -1.484
H 0.306 -5.146 -1.713
H 0.275 -3.759 -1.106
O -0.534 0.460 -0.095
H 0.192 -0.162 -0.060
H -0.932 0.414 0.775
O -0.168 3.549 3.866
H -0.563 4.415 3.760
H -0.854 2.938 3.600
O 2.327 -1.379 -1.678
H 2.642 -1.044 -2.517
H 2.930 -2.090 -1.462
O -2.718 0.295 3.258
H -3.273 -0.380 3.648
H -3.281 0.728 2.616
O 2.422 3.421 -0.854
H 2.747 3.882 -0.080
H 1.776 2.804 -0.512

***

Stability comparison, relative energies in hartree: 1 0.0000; 2 0.0237; 3 0.0263; 4 0.0382